(P)
102
Properties=species:S:1:pos:R:3 method="wB97M-V/def2-TZVPD" mol_weight_g_mol=585.64 total_charge=0 lumo_ha="0.0181 / -0.0329" s_squared=8.76 homo_energy_ev="-8.75 / -8.27" spin_multiplicity=6
Fe 0.9592 -0.4282 1.8558
C -0.3277 1.6708 5.5347
C -0.5017 1.7354 4.0109
O 0.2227 0.8480 3.2159
H 0.7216 1.6446 5.8285
H -0.7014 0.6940 5.8419
H -0.8212 2.4733 6.0830
H -0.2118 2.7561 3.7617
H -1.5625 1.6239 3.7869
C 3.0453 -1.0834 5.3054
C 2.9055 -2.1110 4.1221
O 2.2599 -1.5639 3.0280
H 2.1190 -0.6499 5.6823
H 3.7193 -0.2606 5.0671
H 3.4799 -1.6111 6.1543
H 2.2319 -2.8885 4.4825
H 3.8971 -2.4925 3.8787
F -0.0316 0.4341 0.3029
C 3.3025 -2.0679 -3.9617
C 3.6897 -1.1204 -2.8204
C 4.1996 0.2747 -3.2509
O 2.6614 -0.8227 -1.9558
H 2.3740 -1.7812 -4.4554
H 3.1963 -3.1001 -3.6280
H 4.1157 -2.0736 -4.6874
H 4.5115 -1.5614 -2.2563
H 4.8905 0.2193 -4.0921
H 4.7433 0.7842 -2.4553
H 3.4621 0.9453 -3.6919
H 2.2411 -0.0129 -2.2543
C 2.8895 2.8313 2.4514
C 2.4204 2.1011 1.1847
C 3.0997 2.5757 -0.1200
O 2.6036 0.7173 1.2095
H 3.9688 2.7007 2.5302
H 2.4309 2.4485 3.3631
H 2.7869 3.9133 2.3688
H 1.3465 2.2872 1.1741
H 2.8160 1.9300 -0.9511
H 4.1825 2.5069 -0.0149
H 2.8612 3.6108 -0.3642
H 3.5470 0.6113 1.3524
C -2.8744 -1.8564 0.8605
C -2.0972 -1.3019 2.0436
C -2.7341 -1.7052 3.3768
O -0.7456 -1.6978 2.0549
H -2.7043 -2.9329 0.8413
H -2.4397 -1.4022 -0.0299
H -3.9532 -1.7382 0.7595
H -2.0412 -0.2136 2.0186
H -2.1648 -1.2429 4.1833
H -2.8283 -2.7889 3.4464
H -3.7473 -1.3036 3.3691
H -0.8185 -2.6196 2.3129
C -0.3636 2.0304 -4.2121
C -0.3406 0.9403 -3.0978
C -0.2323 -0.4738 -3.7020
O 0.7780 1.0983 -2.3146
H -1.1926 1.7844 -4.8756
H 0.5193 2.0251 -4.8513
H -0.4326 3.0619 -3.8667
H -1.1707 1.0094 -2.3947
H -1.1479 -0.7827 -4.2064
H -0.1265 -1.2347 -2.9287
H 0.5264 -0.5652 -4.4793
H 0.4600 1.0075 -1.4133
C -5.2719 -0.5857 -2.0943
C -4.0749 0.0785 -2.8080
C -4.2461 -0.0742 -4.3203
O -4.1300 1.4297 -2.6157
H -6.2574 -0.3480 -2.4950
H -5.2408 -0.2498 -1.0579
H -5.2374 -1.6728 -2.1653
H -3.1096 -0.3073 -2.4803
H -5.0272 0.5288 -4.7835
H -4.4662 -1.1072 -4.5894
H -3.3430 0.1209 -4.8985
H -3.6548 1.5763 -1.7945
C 0.5374 -3.5323 -1.0087
C 1.4783 -3.1997 0.1422
C 2.8512 -3.7943 -0.0335
O 1.4844 -1.7674 0.2713
H -0.4759 -3.1535 -0.8757
H 0.5259 -4.6167 -1.1189
H 0.9238 -3.1610 -1.9579
H 1.0994 -3.7016 1.0325
H 3.3048 -3.3652 -0.9270
H 2.8171 -4.8605 -0.2571
H 3.5482 -3.5568 0.7702
H 1.9106 -1.5504 -0.5611
C -1.7666 3.3729 0.7464
C -2.8509 2.3110 0.6861
C -4.1942 2.9114 0.1281
O -2.5456 1.3864 -0.3094
H -1.6085 3.9249 -0.1801
H -0.7955 2.9238 0.9549
H -1.9004 4.0791 1.5659
H -2.9904 1.8903 1.6819
H -4.5680 3.6067 0.8796
H -4.9699 2.1752 -0.0829
H -3.9640 3.4466 -0.7931
H -1.6642 1.0357 -0.1623

=====

(Q)
102
Properties=species:S:1:pos:R:3 method="wB97M-V/def2-TZVPD" mol_weight_g_mol=585.64 total_charge=0 lumo_ha="0.0181 / -0.0030" s_squared=8.76 homo_energy_ev="-9.09 / -8.74" spin_multiplicity=6
Fe 3.9949 0.0901 0.8747
C 0.1323 -0.7413 0.1336
C 1.0210 0.4463 -0.2610
O 2.2859 0.5113 0.2937
H -0.3596 -0.5168 1.0861
H 0.7024 -1.6331 0.3926
H -0.5971 -0.8575 -0.6635
H 0.5610 1.4322 -0.0714
H 1.0776 0.4150 -1.3722
C 2.0237 -2.5969 3.2258
C 3.3120 -1.7869 3.3763
O 3.6880 -1.1767 2.1951
H 1.3833 -2.1948 2.4351
H 1.4659 -2.7641 4.1472
H 2.2493 -3.5934 2.8223
H 4.1046 -2.5121 3.6058
H 3.2158 -1.0534 4.1896
F 4.9268 1.1566 -0.2866
C -5.0456 -3.3403 -1.7201
C -4.5717 -2.5217 -0.5141
C -3.6805 -1.3772 -0.9186
O -5.6741 -1.9634 0.2636
H -5.1667 -4.3983 -1.4654
H -4.2627 -3.3828 -2.4854
H -5.9555 -2.9622 -2.1835
H -4.0497 -3.2344 0.1462
H -4.3220 -0.6888 -1.4779
H -2.8812 -1.7340 -1.5645
H -3.2649 -0.8406 -0.0681
H -6.1961 -2.6988 0.6005
C -1.3759 2.4642 -2.9888
C -2.3478 2.5086 -4.1485
C -2.4674 3.8770 -4.7945
O -1.9956 1.5114 -5.1160
H -1.5395 3.2813 -2.2708
H -0.3083 2.5315 -3.2112
H -1.4633 1.5792 -2.3444
H -3.3435 2.2572 -3.7439
H -3.0734 3.7769 -5.6985
H -1.4915 4.2363 -5.1384
H -2.8966 4.6063 -4.1139
H -1.5722 0.8059 -4.6094
C 3.2094 -2.3130 -2.2606
C 3.4379 -2.4379 -0.7829
C 3.7394 -3.8567 -0.3487
O 4.5502 -1.5875 -0.3685
H 3.4050 -1.2843 -2.5799
H 2.2154 -2.6018 -2.5920
H 3.9631 -2.8913 -2.8084
H 2.6075 -2.0784 -0.1808
H 4.6338 -4.2733 -0.8264
H 2.9127 -4.5349 -0.5920
H 3.8484 -3.9639 0.7324
H 5.3214 -1.9373 -0.8290
C -4.1472 2.9649 1.6790
C -3.0922 3.0879 2.7569
C -1.6988 2.8423 2.2476
O -3.0768 4.3896 3.3931
H -3.9471 2.1512 0.9810
H -4.2626 3.9319 1.1876
H -5.1328 2.6956 2.0775
H -3.2659 2.3889 3.5852
H -1.4084 3.5755 1.4832
H -1.5787 1.8452 1.8255
H -0.9109 2.9662 2.9950
H -3.8038 4.4572 4.0173
C -2.5341 -3.2557 5.5914
C -1.4438 -2.6986 4.6970
C -1.9512 -2.1073 3.4253
O -0.8501 -1.6108 5.4601
H -2.1008 -3.6998 6.4835
H -3.1379 -3.9851 5.0471
H -3.2187 -2.4543 5.8813
H -0.6478 -3.4504 4.6367
H -2.2931 -2.8276 2.6792
H -1.1912 -1.4953 2.9360
H -2.7446 -1.4149 3.7015
H -0.1856 -1.1757 4.9157
C 2.6009 0.4618 -5.4292
C 1.1012 0.5339 -5.5402
C 0.5699 -0.4558 -6.5342
O 0.5067 0.2241 -4.2535
H 2.9305 -0.5768 -5.3071
H 2.9934 1.0138 -4.5687
H 3.0811 0.8483 -6.3280
H 0.8787 1.5731 -5.8046
H -0.4902 -0.2658 -6.7167
H 0.5681 -1.4537 -6.0837
H 1.1638 -0.5040 -7.4442
H 1.2340 0.3596 -3.6355
C 2.1743 2.9476 2.9040
C 3.4516 2.8486 2.0825
C 4.3675 4.0205 2.3918
O 4.1860 1.6184 2.3622
H 1.4669 3.6110 2.4076
H 2.4083 3.3467 3.8960
H 1.7044 1.9826 3.0947
H 3.1951 2.8511 1.0291
H 4.1298 4.8481 1.7302
H 5.4186 3.7332 2.3435
H 4.2270 4.3485 3.4272
H 4.6702 1.8067 3.1719

=====

Which of them is least stable? Easy: (Q).